This record from the OMol25 dataset describes a 11-piece molecular cluster, C42H116N10O12 overall at a distorted geometry. The level of theory is ωB97M-V with the def2-TZVPD basis set.

XYZ file:
```
180
Properties=species:S:1:pos:R:3:forces:R:3:mulliken_charge:R:1
C 2.5342 5.4819 -0.3447 0.064 -0.191 1.525 -0.911
O 1.9646 4.5721 -1.2310 0.497 -0.890 -0.559 -0.292
C 2.0753 3.2291 -0.7153 -1.675 0.310 -1.352 1.183
C 3.4573 2.6805 -0.5466 1.021 0.441 -1.553 -0.378
C 4.3341 2.9554 -1.7950 0.190 0.512 -0.364 -1.302
N 3.4789 1.2468 -0.3339 -0.323 -0.283 -0.139 -0.277
H 2.4576 6.4886 -0.7476 0.183 -0.074 -0.099 0.321
H 3.5745 5.2004 -0.0632 -0.345 0.552 -0.502 0.384
H 1.9829 5.4561 0.6250 0.088 0.168 -0.374 0.251
H 1.4477 3.2400 0.1818 0.324 -0.569 0.226 0.162
H 1.6160 2.5563 -1.4655 -0.104 0.655 0.157 -0.933
H 3.8568 3.2185 0.2816 0.963 -0.123 0.921 0.843
H 4.3576 4.0342 -2.0868 0.119 -0.773 0.501 0.353
H 3.9296 2.4594 -2.7060 -0.001 0.007 0.681 -0.040
H 5.3673 2.5668 -1.6339 -0.758 0.373 -0.070 0.388
H 2.8945 1.0207 0.4649 -0.205 -0.499 -0.177 0.334
H 3.1725 0.7448 -1.1961 -0.001 0.452 1.047 -0.327
C -1.1035 2.5108 -4.2077 1.350 0.022 -0.530 -0.040
O -2.1554 1.7677 -4.6735 -1.622 -0.587 -0.306 -0.458
C -3.1360 1.3782 -3.7107 -0.506 0.140 -1.920 0.219
C -4.4944 2.0148 -3.9847 -0.537 0.122 0.584 0.086
C -4.4667 3.5687 -3.9640 2.074 -0.915 0.590 -1.066
N -5.3327 1.4188 -2.9258 -0.836 -0.725 -2.552 -0.540
H -1.3051 3.5228 -3.8531 -0.448 -0.108 0.740 0.020
H -0.4663 2.7032 -5.0546 0.316 0.024 -0.642 0.534
H -0.4912 1.8803 -3.5754 0.206 0.340 0.872 -0.151
H -3.2669 0.2831 -3.6907 0.238 0.433 -0.080 0.391
H -2.9104 1.7300 -2.7525 0.981 0.284 1.806 -0.537
H -4.8919 1.6620 -4.9392 0.134 0.049 -0.052 0.520
H -5.2623 4.0765 -4.4542 -1.066 0.177 0.065 0.475
H -3.5787 3.8977 -4.4996 0.223 -0.037 -0.381 0.273
H -4.2446 3.9219 -2.9366 -0.711 -0.087 -0.301 -0.017
H -5.2869 1.8630 -2.0528 0.319 0.965 1.320 0.244
H -6.2910 1.4562 -3.2552 -0.070 -0.082 0.308 0.268
C 1.1550 -4.8968 -4.2988 -0.435 -2.568 -1.023 -0.514
O 1.0573 -6.3335 -3.9170 0.417 2.409 0.989 -0.423
C 1.1015 -6.4227 -2.4871 1.859 -2.116 -0.442 0.249
C 2.5704 -6.6860 -1.9795 -0.437 0.208 -0.115 1.186
C 3.1119 -8.0114 -2.5212 0.374 -0.467 0.601 -1.537
N 2.5629 -6.7624 -0.5041 0.925 0.267 0.504 -0.426
H 0.2497 -4.4250 -3.9304 -0.027 0.408 -0.068 0.283
H 1.1469 -5.0078 -5.4004 0.022 0.749 0.558 0.327
H 2.0586 -4.3993 -3.9501 0.053 -0.118 0.125 0.136
H 0.7394 -5.5459 -1.9698 -0.601 0.178 0.005 -0.535
H 0.5854 -7.3632 -2.2737 -0.510 0.425 0.441 0.450
H 3.1604 -5.8443 -2.3524 0.242 0.081 -0.033 -0.359
H 4.2043 -8.1658 -2.3966 -0.462 0.497 0.110 0.362
H 2.9199 -8.1797 -3.5790 -0.292 0.141 0.014 0.359
H 2.6551 -8.7980 -1.8946 -0.020 0.118 -0.515 0.360
H 2.0504 -5.9994 -0.0480 0.387 -0.188 -0.455 -0.035
H 3.5364 -6.7281 -0.0996 -1.493 0.013 -0.741 0.195
C -3.8596 -3.4799 1.1983 1.902 -0.176 -0.268 -0.867
O -3.2415 -2.7459 2.2445 -0.906 -0.388 0.235 -0.176
C -4.1790 -1.8672 2.8674 1.116 -0.048 1.412 -0.219
C -3.4778 -1.3389 4.1294 -0.420 0.074 0.268 1.093
C -3.3426 -2.4425 5.2017 0.701 1.011 -0.343 -1.683
N -4.1318 -0.1217 4.6804 1.199 -0.821 -0.241 -0.651
H -4.1978 -2.7485 0.4808 -0.395 -0.122 -0.708 0.355
H -4.6363 -4.1202 1.5393 -1.064 -0.289 0.489 0.424
H -3.1029 -4.1825 0.7662 -0.434 0.873 0.178 0.074
H -4.3699 -1.0121 2.2521 -0.352 0.513 -0.829 -0.037
H -5.1285 -2.3185 3.1906 0.105 -0.396 -0.466 0.432
H -2.4985 -1.0624 3.7936 0.785 0.272 -0.053 -0.316
H -2.8775 -3.3265 4.7694 0.019 -0.013 -0.011 0.314
H -4.3036 -2.7087 5.5923 -0.706 -0.194 0.247 0.414
H -2.7287 -2.0748 6.0376 -0.176 -0.147 -0.277 0.384
H -4.0995 0.6633 4.0387 0.190 -0.096 -0.147 0.190
H -5.0824 -0.3733 4.7551 -1.506 0.033 0.448 0.340
C 3.3001 2.7352 5.2486 -0.898 -0.143 0.983 -0.860
O 2.8261 1.6209 4.5591 0.134 -0.715 -0.172 -0.216
C 1.4513 1.3688 4.6736 -0.787 1.267 1.206 -0.707
C 0.6092 2.3297 3.8346 0.245 -0.356 -2.107 0.119
C -0.7539 1.6819 3.5967 -0.605 0.029 1.182 -0.387
N 1.1826 2.4279 2.4390 -0.016 -0.336 0.626 0.032
H 2.9291 3.6802 4.8770 -0.389 0.381 -0.212 0.316
H 4.3538 2.7637 5.1755 1.193 -0.152 -0.220 0.305
H 3.0481 2.6398 6.3147 -0.037 0.227 -0.036 0.321
H 1.2462 0.3847 4.3114 0.252 -0.799 -0.411 0.236
H 1.0469 1.3831 5.7368 0.785 0.127 -0.760 0.426
H 0.5801 3.3724 4.2092 -0.257 -0.691 0.103 0.541
H -0.6976 0.8684 2.8572 0.184 0.444 0.109 -0.591
H -1.5198 2.4002 3.2910 0.282 -0.145 -0.102 0.232
H -1.1080 1.2039 4.5275 -0.070 0.189 -0.191 0.601
H 1.5103 1.4792 2.1939 -0.187 0.433 0.155 -0.277
H 2.0350 2.9669 2.4797 0.311 0.178 0.040 0.269
C 5.1309 -4.6671 1.4835 0.164 -1.455 -1.743 -1.007
O 3.7927 -4.9552 1.7317 -1.081 -0.419 0.564 0.207
C 3.5176 -5.6100 2.9956 0.632 0.755 -0.401 -0.764
C 2.0514 -6.0440 2.9910 -0.411 0.038 1.380 0.663
C 1.0308 -4.9275 2.7538 0.529 0.267 -0.341 -0.617
N 1.6964 -6.7279 4.2633 0.837 -0.916 -0.710 -0.803
H 5.6986 -5.5272 1.0579 -0.282 -0.078 0.739 0.282
H 5.6302 -4.2780 2.3172 0.830 0.604 1.381 0.428
H 5.1890 -3.9866 0.6586 -0.256 0.911 -0.279 0.162
H 4.1706 -6.4965 3.0595 -0.280 0.181 0.277 0.344
H 3.7767 -4.8957 3.8003 -0.159 -0.302 -0.048 0.335
H 2.0893 -6.8064 2.2350 -0.735 -0.376 -0.566 0.101
H 0.0542 -5.3067 2.4015 0.393 0.070 0.465 0.301
H 1.3890 -4.2209 2.0076 -0.025 0.130 -0.156 -0.320
H 0.9440 -4.3705 3.7054 -0.282 -0.174 -0.479 0.354
H 1.4915 -6.1381 5.0407 0.146 0.878 0.254 0.273
H 0.8744 -7.3034 4.1668 -0.015 -0.181 -0.351 0.244
C -6.5629 5.0436 2.5888 2.254 0.996 2.502 -0.756
O -5.7707 3.8707 2.5400 0.199 0.695 -0.036 -0.311
C -5.8082 3.3931 1.2361 -0.169 -1.426 -0.627 -0.645
C -5.1332 2.0492 1.1893 -0.473 -2.734 1.045 0.677
C -3.6690 2.0581 1.4995 1.004 0.126 -0.286 -0.602
N -5.2435 1.3987 -0.1098 0.727 2.053 0.149 -0.494
H -6.5504 5.3671 3.6611 -0.283 -0.425 -0.659 0.249
H -7.5660 4.7854 2.3314 -0.761 0.501 -0.769 0.372
H -5.9931 5.8953 2.1223 -1.191 -0.730 -0.474 0.229
H -6.8782 3.2950 0.9775 0.330 -0.007 -0.535 0.513
H -5.2499 3.9435 0.4703 -0.261 0.869 0.170 0.098
H -5.5760 1.3482 1.9776 0.036 1.037 -0.575 0.161
H -3.3248 1.0183 1.5712 0.164 0.155 -0.250 -0.092
H -3.4272 2.5029 2.4334 -0.205 0.469 1.076 0.646
H -3.0547 2.6264 0.7802 -0.372 -0.446 -0.112 -0.338
H -6.0536 0.9256 -0.3407 -2.306 -0.792 -0.064 0.332
H -4.5173 0.7656 -0.3165 1.273 -0.494 -0.024 -0.005
C 3.8282 -2.7974 -2.2141 1.479 2.300 1.573 -0.991
O 3.0974 -1.6990 -2.7506 -0.813 -1.034 -0.280 0.104
C 3.8045 -1.0522 -3.7519 2.397 -0.263 1.104 -1.553
C 2.9780 -0.0346 -4.4236 -0.850 0.817 0.290 2.313
C 2.1388 -0.7520 -5.3757 -1.943 -1.074 -1.848 -1.880
N 3.7981 0.8631 -5.1706 1.388 1.677 0.189 -0.799
H 4.6730 -2.3264 -1.6123 -0.730 -0.724 -0.541 0.341
H 4.3427 -3.4407 -2.9377 -0.864 -0.267 -0.149 0.408
H 3.1566 -3.1857 -1.4621 0.010 -0.993 -0.144 0.189
H 4.6568 -0.5473 -3.2665 0.229 0.033 -0.083 0.165
H 4.2721 -1.8032 -4.4488 -0.585 0.730 0.156 0.548
H 2.3151 0.5277 -3.7152 0.446 -0.608 0.076 -0.563
H 2.7346 -1.3095 -6.0931 0.454 -0.149 0.055 0.427
H 1.5445 -0.1075 -6.0431 -0.251 -0.002 0.574 0.449
H 1.5073 -1.4950 -4.8727 -0.132 0.327 -0.121 0.260
H 4.2812 1.5556 -4.5596 -0.380 -0.871 -0.586 0.322
H 3.1970 1.4179 -5.7640 0.038 0.083 -0.241 0.324
C -0.2087 1.1062 -0.9779 -0.608 -0.454 1.642 -1.018
O -1.4341 0.4506 -0.7341 -0.502 -0.684 0.018 0.783
C -1.4794 -0.9529 -0.9460 0.313 0.065 -1.708 -1.265
C -0.3717 -1.7284 -0.2810 -0.324 -1.121 0.802 1.884
C -0.5498 -3.2722 -0.5684 -0.888 1.464 1.066 -1.466
N -0.3616 -1.5103 1.1634 1.735 0.703 -0.032 0.426
H 0.4350 1.0352 -0.0867 -0.248 0.551 0.048 -0.030
H -0.5055 2.1054 -1.2307 0.362 0.561 0.079 -0.026
H 0.3992 0.6798 -1.7276 0.375 -0.685 -1.524 0.757
H -2.4714 -1.3039 -0.6312 0.233 0.160 0.130 0.037
H -1.3818 -1.1809 -2.0453 -0.263 0.314 0.558 0.333
H 0.5933 -1.4068 -0.6826 -0.006 -0.006 0.005 -0.631
H -1.6041 -3.4579 -0.8124 0.263 -0.098 -0.135 0.293
H -0.3159 -3.8822 0.3085 0.123 0.259 -0.027 0.156
H 0.0728 -3.5702 -1.3659 0.585 -0.365 -1.020 0.240
H -1.1026 -1.9449 1.6348 -1.335 -1.183 0.556 -0.029
H -0.4618 -0.5415 1.4338 0.065 0.379 -0.465 -1.146
C 0.0242 7.1265 -2.7441 -0.270 -1.312 -0.085 -0.810
O -0.6944 6.7183 -1.5631 -0.150 0.574 -0.525 -0.245
C -2.1216 6.5197 -1.7225 1.563 -0.441 -1.544 -0.901
C -2.6375 5.5611 -0.6826 -0.497 -1.062 0.576 0.437
C -2.3973 6.0068 0.7747 1.367 -0.500 -0.404 -1.367
N -2.1448 4.1718 -0.7048 1.291 0.746 1.071 0.692
H 1.0352 7.3861 -2.4513 0.117 -0.315 0.175 0.186
H -0.3310 7.9651 -3.3095 -0.912 0.986 0.306 0.420
H 0.0348 6.3419 -3.5406 0.179 -0.040 0.844 0.252
H -2.6706 7.4335 -1.5350 -0.030 0.642 -0.444 0.448
H -2.2151 6.1666 -2.8068 -0.619 0.270 1.384 0.278
H -3.7412 5.4680 -0.8141 0.552 0.290 -0.106 0.271
H -2.6754 5.1264 1.3246 -0.330 -0.160 0.683 0.191
H -2.9220 6.8663 1.1400 -0.443 0.538 -0.124 0.422
H -1.3105 6.1511 0.9888 -0.686 0.007 -0.391 0.256
H -1.1319 4.1391 -0.5072 -0.632 0.257 -0.021 -0.277
H -2.2551 3.6824 -1.5498 -0.448 -0.394 -1.483 -0.406
O 4.8162 -1.1744 0.3712 -0.832 1.757 0.260 -0.427
C 4.7812 -1.2168 1.7849 0.885 -1.346 0.222 -0.901
C 3.4630 -1.7253 2.3224 -0.115 3.032 1.528 0.709
O 2.4902 -0.6498 2.0087 0.746 -0.832 -0.110 -0.019
H 4.4181 -0.2578 0.2013 0.774 -1.363 -0.480 0.485
H 5.5971 -1.9119 2.1026 -0.498 0.566 -0.013 0.350
H 4.9683 -0.2318 2.2059 0.115 0.168 0.143 0.435
H 3.5006 -1.6711 3.4554 0.124 -0.760 -1.148 0.161
H 3.2216 -2.6811 1.9190 -0.534 -0.640 -0.217 -0.616
H 1.7067 -1.0585 1.6435 -0.742 -0.443 -0.102 -0.097
```
Positions in Å, forces in eV/Å.

Its spin multiplicity is 1. For the relative energy (zero: lowest compared OMol25 entry of this formula, charge and spin), the calculation gives 151.9 kJ/mol. The value obtained for the LUMO energy is 0.023 Eh. As for the SMILES: COC[C@H](C)N.COC[C@H](C)N.COC[C@H](C)N.COC[C@H](C)N.COC[C@H](C)N.COC[C@H](C)N.COC[C@H](C)N.COC[C@H](C)N.COC[C@H](C)N.COC[C@H](C)N.OCCO. The frontier orbital gap comes out at 9.64 eV.